Record 1
ORCA calculation (the ωB97M-V functional and the def2-TZVPD basis) on a 10-piece molecular cluster, C20H48BrClF7N2O14PS overall at a distorted geometry.

As for the HOMO energy: -8.5 eV. The total charge is 0. For the HOMO-LUMO gap, the calculation gives 6.851 eV. As for the spin multiplicity: 1. The value obtained for the max |F| is 8.22 eV/Å. The SMILES is [H]/N=C/C[C@@]1(Cl)OS(=O)(=O)[C@@](CCC(F)(F)F)(COC)[C@@](CCF)(P(N)O)[C@@]1(CCC(F)=C(F)F)C[C@@H](C)Br.O.O.O.O.O.O.O.O.O. The LUMO energy comes out at -1.7 eV.

```
95
Properties=species:S:1:pos:R:3:forces:R:3:lowdin_charge:R:1
H 5.0090 -3.4006 2.5024 -0.4 0.6 -0.7 0.0362
N 4.6617 -2.4960 2.1168 -3.5 -1.1 -4.9 0.0508
C 3.8403 -2.7159 1.0061 2.7 1.5 3.7 -0.2746
C 3.2068 -1.3478 0.2788 1.8 -0.7 0.5 -0.1385
C 1.6914 -0.9781 0.8267 1.6 -1.2 -0.6 -0.5955
Cl 1.3630 -2.4314 1.9756 -0.9 1.0 -0.8 0.7399
O 1.9408 0.1714 1.6707 -2.4 -0.1 -0.1 -0.2600
S 0.6558 0.7578 2.5705 1.8 3.4 7.3 0.8757
O 1.2110 2.0876 3.2277 -2.0 -4.5 -3.9 -0.3154
O 0.3183 -0.0816 3.8005 0.2 0.9 -4.6 -0.3582
C -0.7341 1.0875 1.3056 -0.8 1.8 -1.7 -0.3075
C -2.1370 1.5955 1.9491 -3.0 0.8 1.5 -0.1491
C -2.3790 1.3531 3.5612 -0.6 -0.8 -0.1 -0.0619
C -3.9669 1.6961 3.9606 1.0 -0.5 0.8 -0.1972
F -4.4538 2.9653 3.3700 0.9 -4.0 1.8 0.0069
F -4.7710 0.5083 3.4915 1.8 4.3 1.6 -0.0137
F -4.0723 1.8334 5.4614 -0.3 -0.5 -5.1 -0.0054
C -0.1522 2.4337 0.5547 3.1 0.8 -1.1 -0.2117
O -0.2082 3.7140 1.2400 -1.3 -0.6 -1.7 -0.2691
C -0.9647 4.7214 0.4385 -1.1 -0.6 0.1 -0.0869
C -0.8875 -0.2404 0.2583 0.0 -1.3 0.6 -0.3626
C -1.7385 -1.2716 1.1865 -1.8 -1.4 1.9 -0.1797
C -2.0419 -2.8039 0.7703 0.7 -1.4 0.5 -0.1301
F -3.2318 -3.3375 1.5403 2.3 1.6 -1.4 -0.1455
P -2.2016 0.3913 -1.0280 -2.5 1.0 -0.9 1.0187
N -1.6790 0.4295 -2.7139 -0.7 -0.3 -0.2 -0.1824
O -3.5445 -0.7882 -1.1366 2.3 0.6 -1.1 -0.3520
C 0.5390 -0.7724 -0.3727 1.6 -0.9 0.1 -0.2503
C 0.5145 -2.2177 -1.1192 -0.2 -2.3 -0.3 -0.1517
C -0.4896 -2.4376 -2.3823 0.4 -1.5 -0.1 -0.1111
C -0.4897 -4.0742 -2.7295 -3.6 -0.7 -1.1 -0.0360
F 0.5178 -5.0333 -2.2222 -2.3 3.0 -2.5 -0.0342
C -1.6609 -4.5160 -3.5887 1.8 0.3 1.2 -0.0156
F -1.5180 -5.1452 -4.9278 -1.1 1.2 4.7 -0.0291
F -3.0760 -4.2771 -3.1160 4.7 -0.1 -2.5 -0.0332
C 1.2667 0.2740 -1.4258 0.0 2.9 0.9 -0.1994
C 1.9327 -0.1495 -2.7948 -0.3 0.6 -2.4 -0.6210
C 1.2013 0.5129 -4.1510 0.8 -0.6 -0.8 -0.1747
Br 3.7967 0.7061 -2.8710 -0.8 -0.5 0.3 0.6258
H 3.6581 -3.8030 0.6076 0.1 2.4 0.6 0.1116
H 3.3186 -1.5209 -0.8573 -0.6 0.5 1.9 0.0758
H 3.9958 -0.4941 0.5569 -2.1 -1.8 -0.5 0.1466
H -2.3923 2.7572 1.8260 1.6 -2.6 -0.1 0.1196
H -3.1379 1.1476 1.4740 2.7 0.4 0.6 0.1136
H -1.6396 1.9866 4.2108 -1.6 -1.2 -1.1 0.1413
H -2.2761 0.1821 3.7707 -0.2 2.8 -0.1 0.1360
H 1.0268 2.2604 0.4494 -2.5 0.2 0.0 0.1401
H -0.5368 2.6186 -0.5303 0.2 -1.0 1.9 0.1106
H -1.9804 4.1715 0.1421 1.9 1.4 0.3 0.1063
H -1.2469 5.6162 1.1401 1.0 -1.9 -1.6 0.1013
H -0.3886 5.0448 -0.5303 -0.9 -0.6 1.9 0.1077
H -2.8749 -0.9373 1.3674 2.6 -0.1 -0.7 0.1281
H -1.3092 -1.3436 2.2993 -0.6 0.3 -2.5 0.1160
H -1.1413 -3.4771 1.1733 -2.1 1.3 -1.2 0.1058
H -2.3061 -3.0089 -0.3504 0.5 0.6 2.3 0.1099
H -1.5466 1.4070 -3.0683 -0.4 -1.3 0.7 0.0549
H -2.3422 -0.0577 -3.3763 1.0 0.6 0.9 0.0340
H -3.9462 -0.7458 -2.0554 0.7 0.2 1.5 0.0473
H 0.2930 -3.1664 -0.4265 0.2 2.6 -1.0 0.1040
H 1.5753 -2.5759 -1.5413 -2.2 1.4 1.1 0.1319
H -0.1535 -1.9164 -3.3911 -0.6 -1.0 2.3 0.1013
H -1.6087 -2.1592 -2.2201 2.0 -0.6 -0.1 0.0888
H 2.1007 0.8796 -0.8132 -1.8 -1.6 -1.3 0.0999
H 0.5522 1.1835 -1.7419 1.3 -2.4 0.9 0.1005
H 2.1491 -1.2388 -3.0920 -0.4 1.7 1.1 0.0863
H 0.6846 1.5389 -3.9348 0.9 -2.1 -0.3 0.0770
H 2.0668 0.7252 -4.9439 -1.9 -0.5 1.8 0.0628
H 0.4883 -0.2765 -4.6889 1.3 2.0 1.4 0.0516
O -1.8272 4.7595 3.0479 -0.7 0.2 0.8 -0.0582
H -2.7070 4.3984 3.2343 0.1 0.2 0.0 0.0273
H -1.7416 5.4990 3.6682 0.1 -0.2 -0.1 0.0696
O 1.9022 4.8468 2.7767 0.4 -0.1 0.2 -0.0795
H 1.6264 3.9266 2.9045 -0.2 0.2 -0.2 -0.0246
H 2.8621 4.8237 2.9074 -0.2 0.2 -0.1 -0.0135
O -0.0885 0.6487 6.8929 0.0 -0.4 -0.1 -0.0688
H 0.0645 -0.2523 7.2152 -0.1 0.4 -0.1 0.0371
H 0.0800 0.5884 5.9405 0.1 0.0 0.1 -0.0061
O 5.8805 -1.5427 -0.9569 0.5 0.1 0.1 -0.0941
H 6.1208 -1.9248 -0.0993 -0.1 0.0 0.0 0.0204
H 6.5525 -0.8606 -1.1058 -0.3 -0.2 -0.1 0.0496
O 4.8840 5.0981 2.9305 0.5 0.1 0.3 -0.0528
H 5.1243 4.7160 3.7881 -0.1 0.1 -0.3 0.0540
H 5.5560 5.7802 2.7816 -0.3 -0.2 0.0 0.0502
O -5.7710 0.7980 -1.4590 -0.4 -0.3 -0.1 -0.0752
H -5.6548 0.4049 -0.5809 0.1 0.1 -0.3 0.0360
H -6.2594 0.1236 -1.9545 0.0 0.3 0.2 0.0420
O -3.8985 -0.8968 -4.9951 0.0 -0.3 -0.2 -0.0599
H -4.5802 -0.7235 -5.6617 0.2 0.0 0.3 0.0513
H -3.4434 -1.6859 -5.3253 -0.1 0.2 0.1 0.0384
O -0.3582 -1.6548 -6.3104 0.0 -0.5 -0.2 -0.0646
H -0.2052 -2.5558 -5.9881 -0.1 0.2 -0.1 0.0344
H -0.1897 -1.7151 -7.2627 0.0 0.1 0.3 0.0530
O 5.7680 -4.5562 0.2317 0.4 -0.5 -0.5 -0.0775
H 5.4735 -4.3605 -0.6705 0.2 0.0 0.2 0.0445
H 6.4789 -5.2035 0.1106 -0.2 0.2 0.1 0.0553
```
Positions in Å, forces in eV/Å.

---

Record 2
ORCA calculation (the ωB97M-V functional and the def2-TZVPD basis) on a 7-piece molecular cluster, C20H48Cl2N5O9P overall at a distorted geometry.

As for the HOMO energy (spin up / spin down): 0.6 / -7.6 eV. The total charge is -1. For the HOMO-LUMO gap (spin up / spin down), the calculation gives 1.680 / 9.985 eV. As for the spin multiplicity: 2. The value obtained for the max |F| is 3.27 eV/Å. The LUMO energy (spin up / spin down) comes out at 2.3 / 2.4 eV.

```
85
Properties=species:S:1:pos:R:3:forces:R:3:lowdin_spin:R:1
C -0.9810 -0.4204 -1.1957 -1.3 -0.1 -1.9 0.0464
C 0.0549 -0.1442 -0.2062 2.7 -1.2 1.4 0.0350
O 0.7521 -1.0439 0.3264 -1.0 1.2 -0.3 0.0099
N 0.2815 1.1634 0.0233 0.3 1.1 -0.9 0.0088
C 1.2524 1.7479 0.9490 -0.9 -0.8 1.5 0.0236
H -0.8886 -1.3006 -1.8320 0.5 -0.5 0.8 0.0042
H -0.9430 0.3279 -1.9873 -0.4 0.6 0.2 0.0076
H -1.9844 -0.4642 -0.7722 0.0 0.2 0.2 0.0233
H -0.3997 1.8017 -0.3623 0.2 0.0 0.0 0.0052
H 2.3161 1.5341 0.8444 -0.2 -0.5 -0.6 0.0019
H 0.8781 1.3430 1.8892 0.8 0.0 0.6 0.0059
H 1.1804 2.8222 1.1186 -0.5 0.0 -0.8 0.0078
C -2.5258 -7.9529 -2.3604 -1.0 -0.2 -1.1 0.0137
C -2.6635 -6.4753 -2.1828 1.9 0.8 0.2 0.0223
O -3.4883 -5.7425 -2.6631 -1.3 0.1 -0.6 0.0093
N -1.6136 -5.9885 -1.4886 1.5 1.2 0.4 0.0051
C -1.2377 -4.5242 -1.4769 -1.4 -1.0 0.1 0.0492
H -2.9361 -8.1521 -3.3504 -0.5 -0.3 0.2 0.0014
H -3.1318 -8.4130 -1.5799 0.3 -0.6 -0.1 0.0016
H -1.4898 -8.2715 -2.4762 -0.1 -0.1 0.8 0.0032
H -0.9943 -6.7019 -1.1314 0.2 0.6 0.0 0.0053
H -1.8113 -4.0471 -0.6822 0.3 0.2 0.2 0.0158
H -1.6111 -4.0741 -2.3968 0.1 -0.2 -0.1 0.0039
H -0.1733 -4.3044 -1.3946 -0.1 -0.5 0.2 0.0074
C 3.6646 -1.7078 2.2783 -0.8 -1.0 2.3 0.0079
C 2.7627 -1.5191 3.6039 2.2 1.1 -1.3 0.0042
O 3.3569 -1.5128 4.7109 -2.0 -0.1 -1.5 0.0023
N 1.4508 -1.3062 3.3453 -0.3 -0.4 1.0 0.0033
C 0.4962 -1.1953 4.4164 0.0 0.2 1.9 0.0387
H 3.1469 -2.4716 1.6982 0.1 0.4 -0.6 0.0036
H 4.5503 -2.1728 2.7112 0.1 0.0 -0.2 0.0006
H 3.9995 -0.8288 1.7275 -0.7 0.1 0.1 0.0010
H 1.0309 -1.2444 2.4288 0.8 -0.2 -0.7 0.0033
H 0.7084 -0.3028 5.0051 -0.1 0.2 0.0 0.0033
H 0.5863 -1.9956 5.1509 0.3 -0.3 -0.1 0.0036
H -0.5711 -1.1708 4.1966 0.3 0.1 -1.0 0.0229
C 3.8388 5.6900 0.5369 0.8 -0.7 -0.3 0.0092
C 4.7900 4.4708 0.5126 -0.5 0.9 0.9 0.0034
O 5.6323 4.3227 -0.3598 -0.5 -0.2 0.4 0.0011
N 4.5614 3.5860 1.5256 1.3 -1.8 -0.6 0.0010
C 5.4145 2.3660 1.5901 -0.1 0.2 0.3 0.0024
H 2.8509 5.2830 0.3215 -0.1 0.4 -0.3 0.0054
H 4.2576 6.3547 -0.2187 -0.6 0.0 -0.1 0.0003
H 3.7749 6.2332 1.4798 0.2 -0.3 0.2 0.0013
H 4.0585 3.7893 2.3775 0.0 0.4 -0.3 0.0011
H 5.7087 1.9673 0.6192 -0.4 0.5 -0.2 0.0008
H 4.9150 1.5515 2.1146 -0.3 0.2 0.1 0.0004
H 6.3476 2.5532 2.1215 0.0 0.2 0.1 0.0002
C 5.9334 1.2066 5.8034 -1.3 -0.7 -0.4 0.0011
C 4.7313 2.0657 5.3230 0.6 -0.8 0.1 0.0011
O 4.8869 3.1877 4.9025 0.0 1.2 -0.4 0.0016
N 3.5348 1.4452 5.4320 1.6 -0.8 1.3 0.0009
C 2.2365 2.0016 5.2989 -0.5 0.2 -1.4 0.0137
H 5.9589 1.2852 6.8902 0.7 0.5 0.0 0.0001
H 6.8510 1.3574 5.2348 -0.1 0.7 0.5 0.0001
H 5.7176 0.1470 5.6669 -0.3 -0.2 -0.2 0.0003
H 3.6503 0.4713 5.6732 -0.6 -0.1 -0.1 0.0003
H 1.5566 1.8774 6.1418 0.4 0.0 0.3 0.0043
H 1.8037 1.4778 4.4466 -0.6 0.2 -0.1 0.0024
H 2.3058 3.0543 5.0245 0.1 0.0 0.2 0.0039
C -6.5717 0.7634 -5.3626 -0.5 0.2 0.1 0.0686
O -5.6135 -0.3078 -5.2502 0.1 0.6 0.3 0.0193
P -4.1257 0.0413 -4.8319 2.3 -1.3 -1.2 0.0110
O -3.7770 1.1874 -4.0033 -0.8 0.7 0.3 0.0131
O -3.5673 -1.3359 -4.2036 -0.5 1.0 -1.5 0.0059
C -4.0687 -1.6806 -2.9243 0.0 -0.3 0.6 0.0625
O -3.3382 0.1546 -6.2572 -0.9 -0.6 1.0 0.0074
C -3.5457 -0.8028 -7.3052 0.8 -0.2 -0.2 0.0263
H -6.1611 1.7683 -5.4615 0.6 -0.2 0.1 0.0101
H -7.1800 0.7506 -4.4582 -0.2 0.0 -0.2 0.0224
H -7.1703 0.6029 -6.2593 0.0 -0.3 0.2 0.0088
H -3.6087 -1.0588 -2.1562 -0.1 0.1 0.0 0.0122
H -3.7884 -2.7196 -2.7512 -0.2 0.0 0.0 0.0029
H -5.1496 -1.5426 -2.8977 0.0 -0.2 0.2 0.0205
H -3.4515 -1.8402 -6.9844 -0.4 0.0 0.5 0.0040
H -2.6900 -0.6907 -7.9709 -0.2 0.3 -0.2 0.0021
H -4.4758 -0.6637 -7.8564 0.0 0.2 0.2 0.0052
Cl -2.5773 2.9990 0.6262 0.6 -0.7 -0.1 0.0687
C -2.9876 3.0397 -1.1328 0.6 -0.2 0.3 0.0435
C -4.4427 2.9317 -1.2756 -1.9 0.4 0.2 0.0436
Cl -5.1609 4.2293 -0.2342 -0.8 0.0 -0.7 0.0246
H -2.6219 2.1947 -1.7163 0.8 0.0 0.3 0.0039
H -2.5502 3.9985 -1.4110 -0.4 -0.3 -0.6 0.0103
H -4.9120 1.9991 -0.9623 0.6 -0.1 0.6 0.0259
H -4.8058 2.9464 -2.3032 0.3 0.9 -0.2 0.0084
```
Positions in Å, forces in eV/Å.